Entry 1:
Formula: C42H45FN8O5S
Source: the Open Molecules 2025 dataset
Level of theory: ωB97M-V/def2-TZVPD

Results
* frontier orbital gap: 0.347 hartree
* E: -2939.67840 hartree
* molecular weight: 792.94 g mol⁻¹

Each line ends with the Löwdin charge.
CARTESIAN COORDINATES (ANGSTROEM)
S 3.39673 -2.99105 1.35535  0.60
F -0.58638 -4.79506 0.23042  0.12
O 3.22212 -1.85577 0.54492  -0.20
O 4.36730 -2.88363 2.37879  -0.20
O -0.00289 -6.62569 1.30979  0.16
O 3.56113 -4.25395 0.41042  -0.16
O 2.05984 -3.53696 2.06025  -0.14
N 3.01008 -0.09914 -3.45021  0.05
N 4.39826 5.61930 -1.57628  0.06
N 3.63393 2.54147 -6.97500  0.05
N -1.87795 3.01116 -3.52804  0.05
N -8.13276 1.00128 7.06760  0.05
N -2.63872 0.57829 1.43993  0.06
N 5.27519 -6.31401 2.70412  0.17
N -7.72476 -1.51345 1.69294  0.05
C 4.86549 2.07237 -7.15613  -0.15
C -8.88220 -1.78376 2.29159  -0.16
C 4.89215 2.69184 -9.45304  -0.08
C -0.64707 0.95352 -3.55817  -0.07
C 3.57033 0.68741 -1.25444  -0.07
C 3.76816 -6.55903 0.91352  -0.06
C -2.90365 2.36199 -4.07342  -0.16
C 3.41408 2.00046 -1.66776  -0.07
C 2.78379 -5.40961 0.91551  -0.38
C -8.09007 0.77514 8.37906  -0.15
C -1.72570 0.29544 -4.12424  -0.08
C 4.75036 5.40760 -0.30917  -0.16
C -8.09807 -1.04868 4.41626  -0.09
C 5.09483 -6.16219 1.46550  -0.42
C -2.94748 -1.63750 2.30178  -0.07
C 4.42540 7.97179 -1.11332  -0.07
C 5.53775 2.12389 -8.36775  -0.07
C -1.80021 0.07167 0.53904  -0.15
C 0.30557 -5.74151 0.54668  -0.44
C 4.79094 7.73050 0.19957  -0.08
C 3.05263 2.25300 -2.98020  -0.07
C -7.68222 3.31090 7.51814  -0.07
C -7.85233 1.76214 9.32252  -0.07
C 4.95704 6.42017 0.61428  -0.07
C 4.24146 6.88529 -1.95496  -0.15
C -7.93129 2.25175 6.65916  -0.15
C 3.02838 3.08506 -8.02814  -0.15
C 2.86146 1.17252 -3.82749  -0.18
C -1.48660 -1.27685 0.45322  -0.06
C -2.07410 -2.14739 1.35578  -0.08
C 3.35939 -0.32070 -2.18283  -0.16
C -2.88145 1.01195 -4.38844  -0.08
C -3.19424 -0.27322 2.29798  -0.18
C 2.36791 -4.91881 2.28186  -0.13
C -9.12112 -1.57003 3.64121  -0.07
C 1.63838 -5.57368 -0.09477  0.01
C -6.75273 -1.01079 2.45173  -0.16
C -0.77612 2.30604 -3.27935  -0.15
C 3.60876 3.18364 -9.28333  -0.08
C -6.88641 -0.76268 3.80985  -0.07
C 6.17624 -5.62842 0.56899  -0.02
C -7.64334 3.05722 8.87874  -0.08
H 1.56902 -5.42994 2.78751  0.14
H 2.92089 3.26453 -3.33901  0.10
H 3.37751 -7.31144 1.58887  0.14
H 6.55578 -4.71305 0.99435  0.08
H 3.56915 2.81827 -0.97739  0.08
H 4.28497 8.97918 -1.47956  0.10
H 7.00914 -6.31319 0.51354  0.08
H -8.24008 -0.86307 5.47167  0.07
H 5.38163 2.75038 -10.41672  0.10
H -3.78680 2.96149 -4.26584  0.10
H 1.78597 -6.44874 -0.70395  0.14
H 2.02642 3.45958 -7.84925  0.10
H 6.20984 -5.99871 2.95125  0.07
H -0.79934 -1.63335 -0.30195  0.10
H -10.08449 -1.80586 4.07220  0.10
H 4.94315 8.55060 0.88931  0.10
H 3.84827 0.44781 -0.23869  0.09
H 6.54005 1.72849 -8.45610  0.10
H -7.45302 3.85681 9.58287  0.11
H -7.83125 1.52061 10.37603  0.10
H 5.83533 -5.43551 -0.43536  0.08
H -9.65496 -2.19279 1.64934  0.10
H -1.36097 0.78841 -0.14631  0.10
H -7.52373 4.30689 7.12918  0.10
H 5.23987 6.18588 1.63112  0.10
H 3.83090 -7.02823 -0.05555  0.13
H 3.06826 3.63414 -10.10415  0.10
H -3.74714 0.53678 -4.82903  0.10
H -5.82371 -0.79798 1.93665  0.08
H 3.47185 -1.36099 -1.90483  0.09
H -3.42864 -2.28136 3.02564  0.10
H -3.87366 0.17064 3.01821  0.09
H -7.97382 2.40493 5.58604  0.11
H -1.66626 -0.76029 -4.35644  0.10
H 2.57482 1.32377 -4.86182  0.09
H 3.22042 -5.02153 2.94651  0.12
H -1.85517 -3.20413 1.32245  0.08
H 0.27440 0.43267 -3.33677  0.08
H 5.33109 1.63351 -6.28004  0.10
H 0.04341 2.85885 -2.83344  0.10
H 4.87203 4.36811 -0.02550  0.09
H 3.95278 7.02962 -2.99022  0.10
H -8.25575 -0.25304 8.68215  0.10
H 1.60815 -4.70613 -0.73570  0.14
H -6.06144 -0.35385 4.37871  0.09

---

Entry 2:
Formula: C41H40AgAsGeN5O11S2
Source: the Open Molecules 2025 dataset
Level of theory: ωB97M-V/def2-TZVPD

Results
* frontier orbital gap (spin up / spin down): 0.108 / 0.245 hartree
* energy relative to the best compared isomer or geometry (same formula, charge and spin): 102.02 kJ/mol
* E: -7943.88677 hartree
* molecular weight: 1098.33 g mol⁻¹
* 2S+1: 2
* charge: -2
* ⟨S²⟩: 0.76

Each line ends with the Löwdin charge.
CARTESIAN COORDINATES (ANGSTROEM)
Ag -0.85213 0.06963 -0.83363  0.78
As -2.13517 -1.02260 2.28971  1.04
Ge 0.83574 -1.95226 1.04191  0.90
S 5.98529 4.41934 3.16003  0.39
S -3.62795 -2.16066 -0.83447  0.52
O -3.31171 -0.69107 -0.69435  -0.45
O -4.75743 -3.86154 -4.13018  -0.05
O -1.50977 -0.99764 3.79469  -0.47
O 6.35652 3.02656 3.35705  -0.39
O -3.12772 0.42438 1.76920  -0.35
O -0.84423 -1.06671 0.98734  -0.61
O 6.59311 5.35217 4.06604  -0.37
O 6.16117 4.87932 1.76393  -0.41
O -3.29761 -0.85990 -6.67184  0.04
O -4.80289 -2.35825 -1.68365  -0.36
O -2.39498 -2.85794 -1.26631  -0.39
N -3.77927 5.98025 -0.92235  0.09
N -0.46196 -0.04478 -2.92193  -0.03
N -3.11113 -2.43709 -5.02017  0.11
N -1.38265 2.58359 -0.58520  0.01
N -0.07295 4.56143 3.55350  0.08
C 2.03251 -0.19862 2.77052  -0.12
C 3.32456 -0.02550 -0.79683  -0.08
C 0.32525 0.84942 -4.97124  -0.05
C 0.85001 -3.09379 2.57731  -0.19
C 0.39019 -3.99237 -0.97260  -0.07
C -2.29224 2.88760 0.38596  -0.13
C 3.12686 0.37689 3.45767  -0.06
C 1.31241 -3.03616 -0.50241  -0.26
C 2.09706 4.57983 4.64322  -0.04
C -4.24557 -3.29880 -5.31466  -0.24
C -1.49125 -0.66427 -3.57112  -0.04
C -4.95358 -4.83553 1.82020  -0.15
C -3.02475 4.83002 -0.86470  -0.30
C 3.27565 -0.11835 0.62894  -0.18
C 4.14114 4.47444 3.34372  -0.26
C 4.43456 0.41022 -1.44433  -0.11
C 0.40932 0.72152 -3.57568  -0.13
C 3.36219 4.46272 2.14249  -0.07
C -4.00163 -2.87739 0.77166  -0.32
C -2.13186 4.47171 -1.91877  -0.02
C 4.32634 0.53067 2.79858  -0.02
C -0.74603 0.30655 -5.66722  0.01
C 2.13652 -0.46718 1.41641  -0.19
C 3.50403 4.48408 4.58384  -0.09
C -4.77101 -4.04219 0.68763  -0.12
C 4.35456 0.46798 1.37243  -0.15
C 2.15175 -5.62994 -1.36642  -0.13
C -3.35026 -2.53075 1.96771  -0.31
C -1.28690 3.39593 -1.64872  -0.17
C 1.96157 4.56329 2.17046  -0.05
C 2.67394 -3.36008 -0.69000  -0.12
C 0.84955 -5.31717 -1.26842  -0.10
C -4.37836 -4.43574 3.02930  -0.17
C -3.54818 -3.34957 3.07456  -0.17
C 3.02267 -4.57520 -1.16640  -0.13
C -2.76675 -1.28098 -5.64733  -0.44
C 5.50721 0.95666 0.66948  -0.01
C -3.11462 3.98219 0.28204  -0.01
C 1.27287 4.52553 3.41885  -0.33
C 5.58446 0.80834 -0.70876  -0.09
C -1.70561 -0.46969 -4.93833  -0.08
H 6.25129 1.58126 1.17755  0.11
H 1.35521 4.49829 1.26364  0.09
H 0.07975 -6.10367 -1.47022  0.12
H 4.51752 0.43734 -2.54101  0.10
H -3.81447 4.20171 1.06839  0.10
H 4.10990 -4.74236 -1.23278  0.11
H 2.45170 -0.40110 -1.34066  0.09
H -3.52200 0.12171 0.84118  0.04
H -0.68818 -3.80381 -1.02201  0.07
H -5.03665 -2.74481 -5.83466  0.13
H -5.19719 -4.36532 -0.26097  0.10
H -4.51546 6.06360 -0.21908  0.10
H 5.18400 0.90909 3.33255  0.09
H 3.84685 4.20302 1.18211  0.11
H -3.09947 -3.11706 4.07885  0.11
H 6.53684 0.93827 -1.23819  0.10
H -3.79912 6.52128 -1.77776  0.10
H -0.53335 4.94927 4.37670  0.10
H 1.09337 -0.32494 3.26572  0.08
H -5.54401 -5.77820 1.76577  0.08
H 0.32673 -4.04637 2.28087  0.05
H 1.19993 1.19099 -3.03731  0.10
H 3.47181 -2.66408 -0.44985  0.10
H -0.87073 0.38805 -6.73791  0.11
H -2.67565 -2.72553 -4.15856  0.12
H 1.84849 -3.35584 2.99851  0.05
H 0.17584 -2.62811 3.32229  0.01
H 4.03426 4.25321 5.52413  0.12
H -3.92703 -4.14142 -5.88569  0.11
H 3.17912 0.51208 4.57251  0.12
H -4.46701 -5.01265 3.89658  0.06
H -2.20562 2.24321 1.21718  0.07
H -0.44887 3.28139 -2.34746  0.10
H 1.11834 1.40161 -5.47444  0.10
H 2.41946 -6.69712 -1.45886  0.11
H -2.09178 -1.29090 -2.94283  0.07
H -2.04447 4.95312 -2.88493  0.10
H -0.62408 4.42611 2.71898  0.08
H -4.83305 -3.20725 -3.40344  0.05
H 1.65693 4.60342 5.63672  0.08

---

Entry 3:
Formula: C21H13F5N5OSeV
Source: the Open Molecules 2025 dataset
Level of theory: ωB97M-V/def2-TZVPD

Results
* frontier orbital gap (spin up / spin down): 0.270 / 0.256 hartree
* E: -5001.85784 hartree
* molecular weight: 576.26 g mol⁻¹
* 2S+1: 3
* ⟨S²⟩: 2.02

Each line ends with the Löwdin charge.
CARTESIAN COORDINATES (ANGSTROEM)
Se -0.25646 -1.90139 -1.08002  0.81
V 0.07417 0.22688 0.78204  0.63
F 1.02415 2.19069 -4.10644  0.11
F -0.63423 -2.98250 -3.84533  0.07
F 0.65442 1.03396 -1.68803  0.01
F -0.41223 -1.77385 -6.25777  0.12
F 0.41540 0.83803 -6.41209  0.11
O -1.32230 -1.61529 4.05970  0.06
N -1.84710 0.60298 0.02324  -0.03
N 1.85256 -0.25335 0.31045  0.04
N -1.00629 -0.67540 1.98918  -0.11
N -0.14127 3.23544 1.45657  0.04
N 1.14475 0.39493 2.55685  -0.03
C -2.24896 -1.20220 1.50444  -0.17
C 1.14912 -0.28962 4.85865  0.03
C 2.85479 1.14924 4.03513  -0.03
C -0.24331 -1.70598 -3.90711  -0.27
C 0.41696 0.30203 -2.82470  -0.22
C 4.13340 -0.99046 -0.65115  -0.01
C 2.25180 1.10333 2.79391  -0.11
C -0.67546 -0.94969 3.25572  -0.47
C -0.11939 -1.09763 -5.14100  -0.14
C -2.74625 -0.29252 0.43039  -0.27
C -0.05551 2.12133 1.19394  -0.35
C -3.41645 1.43748 -1.55675  -0.03
C -4.33929 0.47368 -1.17449  -0.04
C 0.60061 -0.27084 3.58173  -0.15
C 0.59164 0.92160 -4.05124  -0.15
C 0.30294 0.23047 -5.22380  -0.14
C 2.30336 0.42955 5.09367  -0.03
C -4.00644 -0.39271 -0.14920  0.01
C -2.18658 1.47504 -0.92374  -0.10
C 2.87341 -0.55400 -0.13252  -0.13
C -0.00093 -1.02771 -2.70293  -0.53
H 4.68200 -0.14762 -1.07065  0.10
H -2.96612 -1.31225 2.33110  0.14
H -5.29883 0.41009 -1.66271  0.11
H 3.74679 1.73892 4.18195  0.11
H 3.97572 -1.73537 -1.43304  0.10
H 2.76305 0.45013 6.07001  0.11
H 0.63162 -0.85167 5.62149  0.12
H 2.66956 1.65207 1.95769  0.12
H -2.09710 -2.20534 1.06081  0.11
H -1.45464 2.23428 -1.17287  0.12
H 4.72083 -1.43457 0.15447  0.10
H -4.70674 -1.13544 0.19875  0.12
H -3.65116 2.14526 -2.33433  0.11

---

Entry 4:
Formula: C26H54BClN5O9S
Source: the Open Molecules 2025 dataset
Level of theory: ωB97M-V/def2-TZVPD

Results
* frontier orbital gap: 0.189 hartree
* E: -2857.03278 hartree
* molecular weight: 659.08 g mol⁻¹
* charge: -1

Each line ends with the Löwdin charge.
CARTESIAN COORDINATES (ANGSTROEM)
Cl -3.02729 2.59320 -4.00871  0.31
S -3.24630 0.55594 -3.47584  0.49
O 0.59828 2.94223 2.77839  -0.12
O -4.75735 0.22075 -3.66892  -0.46
O -2.46442 -0.25411 -4.53871  -0.44
O 7.81466 -2.14614 -1.46221  0.01
O 0.69220 0.62897 2.60670  -0.06
O -1.44548 4.07266 7.16781  0.00
O -5.15029 -4.72986 -6.01399  0.01
O 2.40774 -2.04231 -0.85356  0.00
O 1.90435 -3.96080 -6.26059  0.01
N 4.37241 -2.98186 -1.40522  0.02
N 0.67231 -2.13145 -6.68786  0.00
N 8.25570 -1.42714 0.61999  0.01
N -3.40635 4.89817 7.88930  0.01
N -7.11116 -3.90434 -5.29251  -0.01
C -3.83502 4.74686 3.93837  -0.10
C -2.04393 4.91241 7.83759  -0.53
C -0.32577 -0.03061 -0.27611  -0.18
C -1.98121 2.98996 4.70510  -0.24
C 1.06694 2.77340 1.36487  -0.14
C -1.23774 0.88659 -1.31820  -0.23
C -1.00500 1.70275 4.42324  -0.13
C 10.09585 -1.57446 -1.00267  -0.01
C -0.47174 -4.26952 -6.28698  -0.01
C 5.42815 -3.96609 -1.35827  -0.09
C 0.79075 -3.46041 -6.40701  -0.55
C -0.53638 -1.36813 -6.89255  -0.08
C -4.28008 5.79176 8.61288  -0.09
C -5.74874 -3.89010 -5.34421  -0.55
C -1.32120 5.97606 8.61813  -0.02
C 8.64325 -1.74115 -0.64897  -0.53
C -5.02601 -2.82646 -4.56367  -0.02
C 1.45915 1.16780 1.46496  -0.26
C 9.07293 -0.94079 1.70676  -0.08
C -2.69235 0.20394 -1.69190  -0.25
C 1.18635 0.57538 -0.04649  -0.14
C 2.95408 -4.08668 0.27066  -0.01
C -7.98489 -3.01075 -4.56892  -0.08
C -3.01106 3.36323 3.48603  -0.19
C -4.44501 6.00467 4.22528  -0.02
C 3.20895 -2.96141 -0.69459  -0.52
B -0.23118 1.72178 2.96944  -0.88
H -0.56184 -0.56755 -6.14923  0.07
H 10.25544 -1.86253 -2.04551  0.09
H -1.43558 -1.97830 -6.79996  0.08
H -4.87752 5.19440 9.30586  0.08
H -5.05282 7.03028 4.18475  0.02
H 1.98973 -3.93623 0.76397  0.09
H 5.54615 -4.38488 -2.36065  0.09
H -3.55905 0.66115 -1.01083  0.13
H -3.94690 -2.93997 -4.70012  0.08
H -3.82337 4.15548 7.34028  0.13
H -2.71474 -0.97043 -1.48044  0.14
H 3.73435 -4.10679 1.03671  0.08
H -1.09053 -3.87925 -5.47405  0.08
H 2.92258 -5.03954 -0.26519  0.08
H -1.61211 6.96704 8.25842  0.08
H -1.57957 0.68123 4.64534  0.10
H -8.58233 -3.60812 -3.87595  0.08
H 2.61246 0.98022 1.67094  0.15
H -0.65327 1.09519 -2.32578  0.11
H 8.67632 0.02730 2.02238  0.09
H -3.86257 2.54094 3.34705  0.12
H 1.99512 3.48719 1.14013  0.13
H -0.22131 -5.30982 -6.06109  0.08
H 8.99351 -1.64987 2.53435  0.08
H -0.49540 -0.93000 -7.89273  0.08
H -7.52818 -4.64703 -5.84152  0.14
H -8.64723 -2.52613 -5.29040  0.08
H 10.71185 -2.21823 -0.36851  0.08
H -0.89350 -0.24064 0.72557  0.12
H -2.66527 2.68849 5.63588  0.10
H -1.13623 1.70112 2.20794  0.08
H 1.56259 -1.65188 -6.75360  0.14
H -3.73079 6.55212 9.16930  0.07
H 4.47525 -2.19384 -2.03399  0.15
H 5.21793 -4.76965 -0.65147  0.07
H 1.35868 1.42497 -0.86574  0.12
H -2.50201 3.62969 2.46539  0.11
H -1.32092 3.88971 5.08680  0.11
H -7.43560 -2.25039 -4.01250  0.08
H 0.05385 3.01467 0.78430  0.12
H -0.14590 1.74584 5.25118  0.11
H -5.31692 -1.83548 -4.92338  0.07
H -4.94242 6.27639 7.89140  0.08
H 7.26528 -1.56403 0.78508  0.15
H -0.20585 -1.09163 -0.80934  0.11
H -1.02369 -4.24438 -7.23079  0.09
H -0.24210 5.86254 8.48168  0.08
H 10.12017 -0.82922 1.42340  0.07
H 1.95734 -0.31115 -0.25386  0.08
H 10.39220 -0.52839 -0.88445  0.09
H 6.35172 -3.45908 -1.06855  0.04
H -1.42673 1.94319 -0.83085  0.11
H -5.25160 -2.92560 -3.49814  0.09
H -1.54679 5.87692 9.68366  0.08